Density functional theory data (the ωB97M-V functional and the def2-TZVPD basis) for C19H18F5N2O7RhSi2 as an isolated structure in a non-equilibrium geometry.

```
! wB97M-V def2-TZVPD RIJCOSX def2/J DEFGRID3
* xyz -2 1
Rh 0.96514 0.35549 0.04993
O 1.76655 4.66543 -0.03896
C 1.07951 3.64040 -0.00600
O 1.53943 2.46534 0.04934
C -0.41562 3.81387 -0.02863
C -0.90013 5.10839 -0.07785
C -2.25391 5.39274 -0.09311
C -3.19388 4.36733 -0.05739
C -2.70087 3.09177 -0.01226
C -1.32242 2.71216 0.00583
O -1.03184 1.47330 0.06071
N -3.71134 2.01387 0.02978
O -4.09192 1.54975 -1.03089
O -4.14467 1.68684 1.12199
N -2.71802 6.76191 -0.14064
O -1.89037 7.66411 -0.16145
O -3.93116 6.96617 -0.15851
H -0.15395 5.88978 -0.10217
H -4.25328 4.56713 -0.06492
C -1.96524 -0.73792 1.60154
Si -0.95403 -1.00333 0.02834
C -1.89772 -0.72044 -1.58224
C -0.76419 -2.88420 0.03015
C -1.78430 -3.84323 0.02591
C -1.48517 -5.19273 0.01571
C -0.15154 -5.60338 0.00663
C 0.85696 -4.65761 0.00981
C 0.56102 -3.28828 0.02321
Si 1.82498 -1.85022 0.01787
C 2.66140 -2.28578 -1.63303
C 2.76551 -2.37076 1.58775
H -2.92207 -1.26143 1.53068
H -2.16494 0.30172 1.82928
H -1.40252 -1.18261 2.42701
H -2.87344 -1.21103 -1.54664
H -1.31690 -1.18685 -2.38270
H -2.05560 0.32452 -1.81948
H -2.82352 -3.52950 0.03059
H -2.28217 -5.92890 0.01349
H 0.08844 -6.66142 -0.00299
H 1.89012 -4.99373 0.00122
H 3.04008 -3.31042 -1.59400
H 3.46641 -1.63955 -1.96809
H 1.87870 -2.25347 -2.39492
H 3.03912 -3.42632 1.51673
H 2.07001 -2.26966 2.42442
H 3.65715 -1.81175 1.84869
F 3.32561 1.07780 1.18946
C 3.28027 0.27660 0.06563
F 3.34867 1.06193 -1.06781
C 4.74345 -0.38740 0.09481
F 5.33517 -0.22259 1.29332
F 5.55577 0.19054 -0.80974
F 4.81726 -1.70435 -0.15541
*
```

Computed properties:
E_LUMO (spin up / spin down) = 4.534 / 4.534 eV
Strongest force on any atom = 1.248 eV Å⁻¹
Electronic energy = -2559.8187 Eh

***

Density functional theory data (the ωB97M-V functional and the def2-TZVPD basis) for a single C4H4N2OS molecule in a non-equilibrium geometry.

```
! wB97M-V def2-TZVPD RIJCOSX def2/J DEFGRID3
* xyz 0 1
O -0.39433 2.14352 0.04265
C 0.29172 0.94825 0.02599
N 1.62383 1.02789 -0.08588
C 2.27268 -0.14661 -0.02783
C 1.61809 -1.36334 0.04982
N 0.31029 -1.42266 0.02094
C -0.38414 -0.31592 0.02428
S -2.19794 -0.42874 -0.03263
H -1.31637 1.95548 0.19583
H 3.38588 -0.14167 -0.09068
H 2.18491 -2.29850 0.13664
H -2.26176 -1.77470 -0.03993
*
```

Computed properties:
E_LUMO = 0.409 eV
Strongest force on any atom = 1.622 eV Å⁻¹
Electronic energy = -737.7551 Eh

***

Density functional theory data (the ωB97M-V functional and the def2-TZVPD basis) for a 4-piece molecular cluster, C4H14O3 overall in a non-equilibrium geometry.

```
! wB97M-V def2-TZVPD RIJCOSX def2/J DEFGRID3
* xyz 0 1
C -0.87471 -1.81247 0.56035
C -1.72274 -0.98735 -0.04951
C -2.06026 0.41075 0.43973
C -2.53290 -1.39277 -1.27599
H -0.85900 -2.80092 0.13361
H -0.57802 -1.54488 1.56777
H -3.11556 0.61696 0.58243
H -1.45086 0.55697 1.33256
H -1.71095 1.13908 -0.29888
H -2.32904 -0.73423 -2.11523
H -2.36497 -2.44778 -1.49638
H -3.58586 -1.35124 -0.99524
O 2.42550 -1.22248 2.92605
H 1.83206 -1.04861 2.16368
H 2.79465 -2.07502 2.65794
O 1.55492 0.26802 0.06472
H 0.88064 -0.26796 -0.35631
H 1.79650 0.88384 -0.60110
O 1.92649 3.78684 -2.43722
H 2.72450 4.23248 -2.75937
H 1.24104 4.46554 -2.44590
*
```

Computed properties:
E_LUMO = 0.625 eV
Strongest force on any atom = 1.548 eV Å⁻¹
Electronic energy = -386.4847 Eh

***

Density functional theory data (the ωB97M-V functional and the def2-TZVPD basis) for C22H31F6N5O6S2 as an isolated structure in a non-equilibrium geometry.

```
! wB97M-V def2-TZVPD RIJCOSX def2/J DEFGRID3
* xyz 0 1
C -0.00880 -3.16068 0.23392
N 0.39455 -2.12840 -0.72839
C 1.03467 -0.99002 -0.09212
N 0.24703 -0.54417 1.05338
C -0.98150 -0.16768 0.97673
C -1.76522 0.00281 -0.26355
C -1.26324 1.25825 -1.02950
C -1.11891 2.51559 -0.15400
C 0.35173 2.94699 0.00505
N 0.61260 3.53278 1.32459
C 1.83024 3.22287 1.89846
C 1.89588 3.15535 3.39813
O 2.81753 3.04256 1.23208
C -1.60881 0.11639 2.33393
C -2.96351 -0.59664 2.46411
C -4.10496 0.35779 2.83061
C -4.35143 1.49056 1.89775
O -3.75866 1.59876 3.29357
C -0.57577 -0.66819 3.23126
C 0.70172 -0.44238 2.45828
C 2.00025 -1.05140 2.89187
C 3.19692 -0.60442 2.32295
C 4.39197 -1.15155 2.77307
C 4.33750 -2.11211 3.78360
N 3.21473 -2.56320 4.33288
C 2.07990 -2.02598 3.88373
H 0.71443 -3.32677 1.04207
H -0.22572 -4.08552 -0.28409
H -0.94525 -2.85532 0.70510
H 1.07109 -2.55695 -1.34708
H 1.09782 -0.16678 -0.79956
H 2.05014 -1.24730 0.20121
H -1.73912 -0.87719 -0.90341
H -2.79936 0.19663 -0.00628
H -2.03912 1.46199 -1.75905
H -0.36788 1.05219 -1.60537
H -1.69106 3.31676 -0.61110
H -1.52259 2.39720 0.85152
H 0.56844 3.69255 -0.75430
H 0.98879 2.09030 -0.20750
H -0.11118 3.32795 2.00339
H 1.70023 4.12685 3.84665
H 2.88196 2.82035 3.68943
H 1.16231 2.46574 3.81817
H -1.50490 1.12007 2.73104
H -3.27972 -1.10975 1.56162
H -2.93012 -1.31346 3.27979
H -4.99037 -0.09339 3.26018
H -3.55219 2.01595 1.40013
H -5.29167 2.01482 1.97627
H -0.43993 -0.29116 4.23887
H -0.79482 -1.73461 3.25285
H 0.89803 0.63280 2.57625
H 3.20925 0.16872 1.56583
H 5.31291 -0.81178 2.32808
H 5.26521 -2.52422 4.15692
H 1.16194 -2.38317 4.33446
C 1.15854 -0.51568 -8.32366
F 2.14427 0.07963 -8.99240
F -0.00029 -0.18610 -8.90104
F 1.31333 -1.83858 -8.43686
S 1.19990 0.01189 -6.56314
O 0.97740 1.42766 -6.59043
O 2.47062 -0.43251 -6.06769
N -0.04714 -0.85444 -6.08068
S -0.45479 -0.76791 -4.56959
O -1.03056 0.47940 -4.13763
O 0.45107 -1.37443 -3.63207
C -1.88214 -1.92270 -4.64617
F -1.50713 -3.14170 -5.03797
F -2.81935 -1.48950 -5.48828
F -2.43766 -2.03244 -3.42686
*
```

Computed properties:
E_LUMO = -1.375 eV
Strongest force on any atom = 3.372 eV Å⁻¹
Electronic energy = -2977.5641 Eh

***

Q: What is the formula in the fourth record?
A: C22H31F6N5O6S2

***

Q: What is the formula in the fourth record?
A: C22H31F6N5O6S2

***

Q: Look up the strongest force on any atom of the fourth one.
A: 3.372 eV Å⁻¹

***

Q: Which of these has the highest electronic energy?
A: C4H14O3